No. 1
22
Properties=species:S:1:pos:R:3:forces:R:3:lowdin_charge:R:1 method="wB97M-V/def2-TZVPD" de_lowest_kcal_mol=114.2 energy_ev=-19222.343 gap_ev=5.88 e_lumo_ev=-2.28
C 0.4209 -0.1217 -0.7480 4.0 2.0 1.4 -0.348
N 0.3644 1.1272 -0.1298 0.0 -2.4 -1.7 0.091
C 0.6836 2.1515 -1.0714 -0.5 2.0 0.2 -0.337
N 0.6129 3.5232 -0.5407 0.1 -0.5 0.0 -0.005
C 1.0856 -1.1579 0.1919 -0.6 0.0 -0.9 -0.201
C 0.0176 -1.5066 1.2273 1.9 1.5 0.4 -0.301
C -0.8187 -2.6151 0.6716 0.1 -1.2 1.4 -0.662
S -1.6452 -2.1488 -0.8182 -0.5 1.7 -0.6 0.637
H -0.6803 -0.4331 -0.8538 -2.3 -1.8 -0.1 0.016
H 0.8865 -0.1878 -1.7525 -0.7 0.4 0.1 0.134
H -3.1555 0.4031 0.8441 0.1 0.1 0.0 0.027
H -0.0325 2.1688 -1.9131 0.3 -0.6 -0.1 0.130
H 1.7165 2.0154 -1.4219 -0.3 -0.1 -0.3 0.127
H -0.1305 3.5935 0.1450 0.0 0.0 0.0 0.060
H 1.4807 3.7868 -0.0936 -0.1 -0.1 0.1 0.054
H 2.0679 -0.7715 0.5108 -0.7 0.2 0.3 0.117
H 1.3316 -2.0732 -0.3601 -0.2 0.1 -0.2 0.106
H 0.5769 -1.6711 2.1646 -0.8 -0.6 -0.1 0.120
H -0.5603 -0.5732 1.3560 0.0 -0.6 0.3 0.084
H -1.4080 -2.9844 1.5464 -0.4 0.1 -1.1 0.091
H -0.2032 -3.4296 0.2918 0.4 -0.2 0.8 0.046
H -2.6108 0.9046 0.7537 -0.1 0.0 0.0 0.014

***

No. 2
22
Properties=species:S:1:pos:R:3:forces:R:3:lowdin_charge:R:1 method="wB97M-V/def2-TZVPD" de_lowest_kcal_mol=102.5 energy_ev=-19222.853 gap_ev=7.44 e_lumo_ev=-1.48
N 0.0864 -1.8241 2.0927 -3.3 -0.5 -4.0 0.050
C -0.0615 -0.9315 0.8785 1.5 -1.5 2.4 -0.371
C 0.4107 -1.7988 -0.3066 1.3 2.2 1.1 -0.240
C 0.4119 -1.0001 -1.5966 2.0 1.3 -0.5 -0.550
S -1.0045 0.1695 -2.0848 -1.4 1.0 0.3 0.525
C 0.7954 0.3553 1.1525 -2.0 1.1 -0.9 -0.166
N -0.1867 1.5194 0.9038 1.0 -0.8 -2.4 -0.161
C 0.4038 2.8854 0.9526 0.4 -1.3 0.3 -0.142
H 0.9656 -2.1039 2.2686 4.0 -1.2 0.2 0.014
H -0.1700 -1.3238 2.8493 -1.4 1.9 3.1 0.017
H -1.1154 -0.6819 0.8816 -0.1 0.2 -0.5 0.122
H 1.4805 -2.0391 -0.0083 -1.0 0.1 -0.7 0.134
H -0.1105 -2.7191 -0.3818 -0.8 -0.7 0.0 0.096
H 1.4264 -0.4397 -1.7726 -2.0 -0.8 0.6 0.094
H 0.4159 -1.7309 -2.4224 -0.6 0.6 -0.2 0.065
H -1.8959 1.6558 -1.0510 1.9 -2.9 -1.4 0.151
H 0.9957 0.4532 2.2405 0.6 -0.4 -0.9 0.113
H 1.6748 0.3075 0.4394 -0.5 0.6 1.1 0.117
H -0.4451 1.3263 -0.1201 0.3 0.8 2.3 -0.066
H 0.8922 2.9916 1.9157 -0.3 0.3 0.5 0.064
H 1.2383 2.9957 0.2701 0.1 0.2 -0.7 0.062
H -0.3406 3.6673 0.7898 0.0 -0.2 0.1 0.070

***

No. 3
22
Properties=species:S:1:pos:R:3:forces:R:3:lowdin_charge:R:1 method="wB97M-V/def2-TZVPD" de_lowest_kcal_mol=47.3 energy_ev=-19225.243 gap_ev=8.76 e_lumo_ev=0.27
C -0.2737 -2.3322 2.0640 0.4 -0.1 0.1 -0.379
C -1.1940 -1.9865 0.8932 -0.1 0.0 0.5 -0.619
S -0.2807 -1.8580 -0.6851 -0.5 3.5 0.9 0.593
N 0.7826 -1.3413 2.3273 -0.4 0.2 -0.5 -0.028
H 0.2382 -3.2815 1.8765 -0.2 0.0 0.0 0.100
H -0.8574 -2.4388 2.9822 -0.1 -0.1 -0.1 0.103
H -1.6514 -1.0219 1.1347 0.0 -0.1 -0.3 0.054
H -2.0184 -2.6945 0.7897 0.2 -0.2 0.0 0.055
H 0.3351 -0.4278 2.4300 0.1 -0.1 0.2 0.058
H 1.2958 -1.2508 1.4516 0.2 -0.1 0.1 0.021
C -0.3282 3.0839 -0.5632 -0.5 -0.3 -0.2 -0.103
C -0.0244 1.9519 -1.4973 -0.3 -0.5 0.6 -0.175
C 0.9147 1.0057 -1.3269 0.8 1.2 -0.9 -0.365
N 1.4205 0.2481 -2.3978 -0.6 -0.9 0.7 0.027
H 0.3088 3.1194 0.3202 0.0 -0.1 -0.1 0.075
H -0.2386 4.0276 -1.1050 0.1 0.0 0.1 0.073
H -1.3794 3.0250 -0.2580 0.1 0.1 0.2 0.072
H -0.6830 1.8345 -2.3569 0.2 0.3 -0.1 0.112
H 1.5529 0.9902 -0.4515 0.0 0.1 0.1 0.117
H 0.7215 0.1126 -3.1204 0.0 0.2 -0.1 0.083
H 1.6467 -0.6848 -2.0597 0.3 0.0 -0.1 0.033
H -0.2876 -0.0808 -0.4475 0.3 -3.4 -1.1 0.094